The following is a quantum chemistry calculation of a 2-piece molecular cluster, C4H7N3O overall, from the Open Molecules 2025 dataset.

The geometry in XYZ format:
```
15
Properties=species:S:1:pos:R:3:forces:R:3:lowdin_charge:R:1
C -0.105 -0.947 -0.021 -4.16 2.10 1.36 -0.230
C -1.790 -0.738 -0.558 -3.46 -1.98 -0.15 0.036
C -0.865 0.299 -0.525 -0.10 3.17 -0.35 -0.437
C 1.212 -0.180 -0.213 0.10 -2.74 1.80 -0.421
H 0.866 -1.390 1.693 -5.46 1.69 -0.28 0.309
H -2.559 -1.114 -1.442 3.06 0.90 1.56 0.156
H -2.494 -0.750 0.329 1.60 -0.64 -0.46 0.115
H -0.510 0.666 -1.487 0.03 -0.37 -0.17 0.145
H -0.619 2.267 0.021 -0.84 -1.00 0.61 0.116
H 1.640 1.764 0.917 -2.32 -2.49 -2.64 0.205
H 3.068 -0.500 -0.466 0.69 0.16 0.27 0.038
N -0.557 1.333 0.504 2.18 1.11 -2.45 0.040
N 0.971 1.216 0.141 1.85 0.33 2.39 -0.004
N 2.202 -1.013 -0.357 -0.48 2.64 -0.54 0.125
O -0.460 -0.912 1.464 7.33 -2.88 -0.97 -0.193
```
Forces are in eV/Å.

As for the maximum force: 7.9 eV/A. The value obtained for the energy above the lowest of the compared OMol25 structures with the same formula, charge and spin is 10.731 eV. As for the total charge: 0. The HOMO energy is -8.6 eV. For the total energy, the calculation gives -395.7540 Ha.


The following is a quantum chemistry calculation of a 2-piece molecular cluster, C4H6ClNS overall, from the Open Molecules 2025 dataset.

The geometry in XYZ format:
```
13
Properties=species:S:1:pos:R:3:forces:R:3:mulliken_spin:R:1
C -0.193 3.812 1.663 -0.06 -1.00 1.06 0.428
C -0.774 2.710 1.219 0.43 -2.03 0.76 0.610
C 0.498 -1.656 0.367 1.33 -1.60 -3.09 -0.017
C -0.081 -2.531 -1.801 -2.73 -0.58 0.54 0.000
N -0.223 -2.277 -0.408 -1.97 0.66 1.22 0.007
S -1.441 1.672 0.261 -0.59 -0.34 -0.74 0.835
Cl 2.208 -1.317 0.068 0.78 0.38 -0.50 0.000
H 0.346 3.860 2.596 0.21 0.24 0.08 0.061
H -0.454 4.619 1.097 0.05 3.11 -1.16 0.063
H 0.326 -1.305 1.292 -1.28 0.79 3.19 0.011
H 0.862 -2.940 -1.940 1.55 -1.60 -0.98 0.000
H -0.021 -1.564 -2.220 -0.21 1.11 -1.02 0.001
H -1.054 -3.083 -2.192 2.51 0.87 0.64 0.000
```
Forces are in eV/Å.

As for the maximum force: 3.7 eV/A. The value obtained for the energy above the lowest of the compared OMol25 structures with the same formula, charge and spin is 1.283 eV. As for the total charge: 0. Its spin multiplicity is 3. The HOMO energy (alpha / beta) is -6.6 / -9.6 eV. For the total energy, the calculation gives -1068.9584 Ha.


The following is a quantum chemistry calculation of a 2-piece molecular cluster, C5H10O2 overall, from the Open Molecules 2025 dataset.

The geometry in XYZ format:
```
17
Properties=species:S:1:pos:R:3:forces:R:3:lowdin_charge:R:1
C -0.493 -1.601 -0.582 -0.94 -0.88 -0.31 -0.328
C -1.147 0.300 -1.729 -0.48 0.16 -0.59 -0.066
C 1.156 -0.302 0.525 -0.37 2.20 0.31 -0.084
C 0.111 1.204 0.629 1.23 -1.84 0.25 -0.060
C 1.415 0.959 1.297 0.43 0.34 0.33 -0.266
O -0.595 -0.919 -1.695 0.59 0.28 0.56 -0.077
O -1.510 -1.589 0.321 0.29 0.22 -0.23 0.027
H -1.635 -0.675 0.618 0.03 0.02 0.00 0.075
H -0.005 -2.558 -0.692 -0.01 -0.01 -0.04 0.142
H -0.991 0.796 -2.674 -0.02 -0.07 -0.08 0.057
H -2.082 0.454 -1.212 -0.05 -0.07 0.16 0.060
H 1.105 -1.187 1.147 -0.54 0.11 -0.09 0.088
H 1.746 -0.409 -0.375 -0.19 0.08 -0.09 0.090
H 0.071 1.946 -0.149 0.05 -0.35 -0.29 0.068
H -0.785 1.148 1.231 0.00 -0.16 0.05 0.074
H 2.246 1.577 0.961 -0.10 -0.02 0.09 0.101
H 1.391 0.857 2.378 0.07 0.01 -0.05 0.101
```
Forces are in eV/Å.

As for the maximum force: 2.2 eV/A. The value obtained for the energy above the lowest of the compared OMol25 structures with the same formula, charge and spin is 7.134 eV. As for the total charge: 0. The HOMO energy (alpha / beta) is -6.6 / -7.1 eV. For the total energy, the calculation gives -346.7633 Ha.


The following is a quantum chemistry calculation of C6H12O in the gas phase, from the Open Molecules 2025 dataset.

The geometry in XYZ format:
```
19
Properties=species:S:1:pos:R:3:forces:R:3:lowdin_charge:R:1
C -1.918 -0.959 -0.711 -0.02 -0.04 0.02 -0.067
C -0.763 -0.054 -0.275 0.03 0.01 -0.07 -0.387
C -1.219 1.109 0.618 -0.04 0.08 0.03 -0.061
C 0.291 -0.789 0.526 -0.27 0.15 0.11 -0.284
O 1.272 -1.606 -0.091 0.04 -0.18 -0.16 -0.004
C 1.699 -0.387 0.522 0.11 0.17 0.10 -0.296
C 2.251 0.659 -0.417 0.00 0.00 -0.03 -0.038
H -2.668 -0.380 -1.264 0.15 -0.11 0.10 0.077
H -1.562 -1.764 -1.365 -0.04 0.12 0.13 0.082
H -2.421 -1.418 0.149 0.10 0.08 -0.07 0.082
H -0.303 0.355 -1.183 -0.03 -0.07 0.14 0.130
H -1.282 0.785 1.666 -0.08 0.06 -0.17 0.083
H -2.202 1.493 0.331 0.13 -0.04 -0.04 0.077
H -0.501 1.935 0.575 -0.13 -0.13 0.05 0.074
H -0.109 -1.223 1.450 0.10 0.08 -0.12 0.152
H 2.249 -0.515 1.455 -0.02 -0.10 -0.17 0.139
H 1.905 0.458 -1.434 0.04 0.08 0.14 0.083
H 3.344 0.631 -0.423 -0.14 0.00 0.01 0.078
H 1.937 1.670 -0.130 0.06 -0.15 0.00 0.078
```
Forces are in eV/Å.

The SMILES is CC(C)[C@H]1O[C@H]1C. As for the maximum force: 0.3 eV/A. The value obtained for the energy above the lowest of the compared OMol25 structures with the same formula, charge and spin is 1.190 eV. As for the total charge: 0. The HOMO energy is -10.1 eV. For the total energy, the calculation gives -311.0155 Ha.


The following is a quantum chemistry calculation of C5H8OS in the gas phase, from the Open Molecules 2025 dataset.

The geometry in XYZ format:
```
15
Properties=species:S:1:pos:R:3:forces:R:3:lowdin_charge:R:1
C 1.710 1.385 0.183 -2.26 0.27 2.45 -0.094
C 0.297 1.270 -0.329 -0.14 -0.02 -1.20 -0.147
C -0.310 0.124 -0.709 -0.10 -0.63 -0.15 -0.467
C -1.711 0.138 -1.317 1.50 -2.41 1.13 -0.268
O -2.328 -0.887 -1.535 0.26 1.45 -0.04 0.022
S 0.437 -1.570 -0.562 -0.41 1.39 0.20 0.831
C -0.361 -2.003 1.004 1.08 0.55 1.72 -0.415
H 2.344 1.874 -0.479 1.17 0.67 -1.43 0.055
H 2.091 0.452 0.548 0.30 -0.55 -0.26 0.049
H 1.647 2.046 1.075 0.19 -0.21 -0.39 0.090
H -0.228 2.257 -0.523 0.43 -1.29 0.27 0.130
H -2.057 1.131 -1.468 -0.94 1.22 -0.47 0.098
H -0.212 -1.147 1.739 -0.08 -1.08 -0.84 0.057
H -1.412 -2.152 0.904 -0.74 -0.18 -0.30 0.013
H 0.093 -2.919 1.469 -0.27 0.83 -0.70 0.048
```
Forces are in eV/Å.

The SMILES is C/C=C(/C=O)SC. As for the maximum force: 3.3 eV/A. The value obtained for the energy above the lowest of the compared OMol25 structures with the same formula, charge and spin is 1.171 eV. As for the total charge: 0. The HOMO energy is -8.8 eV. For the total energy, the calculation gives -668.6955 Ha.


The following is a quantum chemistry calculation of a 5-piece molecular cluster, C23H49N5O7P overall, from the Open Molecules 2025 dataset.

The geometry in XYZ format:
```
85
Properties=species:S:1:pos:R:3:forces:R:3:lowdin_charge:R:1
N 6.188 -0.171 -0.082 0.87 1.35 -1.51 -0.043
C 6.012 1.091 -0.930 -1.19 -0.40 -0.75 -0.264
C 5.245 2.297 -0.061 0.28 -0.24 -0.38 -0.095
C 3.675 2.258 -0.532 -6.60 -1.12 -0.62 -0.076
N 2.631 1.320 0.033 -0.39 3.16 -3.35 0.132
C 1.294 1.545 -0.688 4.86 2.46 -0.67 -0.148
N 0.112 0.839 -0.451 0.09 1.92 0.55 -0.127
C 0.115 -0.297 0.592 0.03 -2.14 0.12 -0.132
C 0.544 -1.658 -0.279 1.21 -2.44 -1.21 -0.117
C 2.156 -2.033 -0.371 -2.81 -2.78 -2.35 -0.024
C 2.632 -3.358 -1.274 -4.02 1.07 0.17 -0.040
C 1.496 -4.276 -2.085 -0.75 3.90 2.91 -0.032
C -0.093 -3.856 -1.919 1.99 1.77 1.18 -0.057
C -0.612 -2.569 -1.046 4.83 -0.76 -0.13 -0.029
P -1.371 1.202 -1.375 -1.36 -1.12 -7.61 0.774
O -1.027 0.867 -2.914 -0.89 1.44 5.98 -0.376
O -1.842 2.881 -1.348 0.12 -3.50 0.96 -0.198
O -2.739 0.175 -0.957 2.85 1.57 -0.99 -0.213
N 1.554 2.660 -1.676 -0.70 -4.09 3.61 0.083
N 2.899 3.023 -1.582 2.49 -0.92 1.87 0.037
H 7.096 -0.023 0.412 -0.99 -0.69 -0.50 0.076
H 6.289 -0.964 -0.769 0.12 1.09 1.22 0.081
H 5.267 0.771 -1.807 1.75 0.88 1.77 0.127
H 7.004 1.481 -1.412 -1.89 -0.52 1.01 0.120
H 5.368 2.090 1.107 -0.85 0.27 -2.68 0.144
H 5.792 3.324 -0.252 -1.62 -1.95 0.10 0.125
H 0.861 -0.074 1.477 -1.38 -0.32 -2.13 0.141
H -0.962 -0.416 1.087 2.34 0.40 -1.33 0.121
H 2.984 -1.393 0.162 -1.98 -1.31 -1.08 0.069
H 3.786 -3.633 -1.339 -2.85 0.62 0.12 0.083
H 1.890 -5.176 -2.733 -1.05 2.00 1.47 0.076
H -0.908 -4.508 -2.495 2.02 1.60 1.46 0.094
H -1.744 -2.242 -0.941 2.67 -1.01 -0.27 0.078
H -2.810 2.985 -1.615 1.25 -0.35 0.62 0.095
H -2.883 -0.427 -1.770 0.72 1.47 1.40 0.109
H 0.791 2.989 -2.312 1.49 0.00 0.29 0.167
H 3.297 3.768 -2.213 -0.90 -1.25 1.02 0.186
C -7.230 3.717 0.437 -0.25 0.07 -0.27 -0.059
C -5.953 2.931 0.187 -0.26 0.08 0.73 -0.496
C -5.424 2.312 1.471 0.07 -0.19 0.09 -0.061
O -4.964 3.798 -0.362 0.58 0.22 -0.37 -0.073
H -7.053 4.541 1.137 0.05 -0.17 0.06 0.085
H -7.593 4.167 -0.494 0.03 -0.14 0.11 0.082
H -8.016 3.074 0.845 0.09 0.11 -0.03 0.085
H -6.144 2.143 -0.549 0.17 0.23 -0.08 0.138
H -5.182 3.086 2.209 -0.14 -0.11 -0.14 0.061
H -4.498 1.760 1.279 -0.13 0.00 -0.01 0.071
H -6.155 1.628 1.911 0.08 0.05 -0.05 0.085
H -4.789 4.501 0.286 -0.18 -0.33 -0.21 0.090
C 4.406 -6.151 -6.022 -0.25 -0.12 -0.22 -0.061
C 4.164 -5.111 -4.939 0.61 -0.25 -0.17 -0.501
C 5.380 -4.219 -4.745 0.01 0.33 0.08 -0.064
O 3.860 -5.769 -3.712 -0.07 -0.09 0.34 -0.090
H 5.242 -6.807 -5.755 0.03 0.17 -0.01 0.084
H 3.527 -6.793 -6.141 0.10 0.17 -0.01 0.084
H 4.627 -5.676 -6.983 0.00 -0.09 0.10 0.084
H 3.296 -4.497 -5.205 0.01 -0.14 0.23 0.140
H 6.251 -4.807 -4.433 -0.08 -0.05 -0.15 0.084
H 5.196 -3.484 -3.955 -0.06 -0.04 -0.14 0.068
H 5.630 -3.687 -5.668 0.02 -0.06 0.12 0.083
H 4.625 -6.316 -3.467 -0.35 0.20 -0.14 0.101
C -3.518 -2.750 3.260 -0.29 0.11 -0.21 -0.058
C -2.069 -2.615 2.821 -0.20 -0.41 0.69 -0.507
C -1.212 -3.737 3.385 0.29 -0.14 -0.20 -0.056
O -1.556 -1.361 3.263 0.19 0.42 -0.01 -0.081
H -3.604 -2.698 4.351 0.10 -0.12 -0.08 0.085
H -4.121 -1.929 2.856 0.09 -0.14 -0.01 0.079
H -3.946 -3.699 2.921 0.03 0.11 0.08 0.085
H -2.013 -2.624 1.727 0.10 0.17 0.11 0.117
H -1.216 -3.719 4.481 -0.16 -0.01 -0.08 0.084
H -0.169 -3.620 3.071 -0.16 -0.04 -0.05 0.080
H -1.571 -4.715 3.050 0.06 0.10 0.08 0.086
H -1.602 -1.344 4.234 0.00 -0.03 -0.43 0.098
C -2.610 6.227 4.197 -0.24 0.20 0.19 -0.063
C -2.669 4.708 4.141 0.51 0.40 -0.26 -0.492
C -1.276 4.100 4.132 0.09 -0.34 0.17 -0.064
O -3.368 4.305 2.967 -0.14 -0.08 -0.27 -0.078
H -2.093 6.631 3.320 0.09 -0.11 0.08 0.081
H -3.620 6.651 4.191 0.14 -0.10 0.08 0.083
H -2.092 6.569 5.098 -0.05 0.01 -0.13 0.084
H -3.230 4.330 5.003 -0.07 -0.04 -0.28 0.145
H -0.710 4.429 3.252 -0.05 0.15 0.08 0.078
H -1.333 3.007 4.079 -0.04 0.14 0.09 0.077
H -0.717 4.379 5.031 -0.02 -0.03 -0.13 0.083
H -2.878 4.637 2.197 -0.12 -0.13 0.38 0.091
```
Forces are in eV/Å.

As for the maximum force: 7.8 eV/A. As for the total charge: +1. The HOMO energy is -10.6 eV. For the total energy, the calculation gives -2046.9160 Ha.


The following is a quantum chemistry calculation of a 2-piece molecular cluster, CH4NOS overall, from the Open Molecules 2025 dataset.

The geometry in XYZ format:
```
8
Properties=species:S:1:pos:R:3:forces:R:3:lowdin_charge:R:1
S 0.177 2.317 -1.016 1.61 0.34 -1.96 -0.261
H 1.097 2.452 -2.159 -1.52 -0.24 1.87 -0.352
C -0.728 -1.020 0.647 -4.81 -0.70 -0.91 -0.522
N 0.421 -0.511 0.351 -0.08 2.43 -2.66 0.096
O -0.964 -1.763 1.574 0.54 -1.46 1.76 -0.070
H -1.747 -0.917 0.037 2.47 1.11 0.08 0.149
H 1.158 -0.919 0.793 2.38 -1.01 1.71 0.056
H 0.586 0.361 -0.226 -0.59 -0.48 0.12 -0.097
```
Forces are in eV/Å.

As for the maximum force: 5.0 eV/A. The value obtained for the energy above the lowest of the compared OMol25 structures with the same formula, charge and spin is 0.778 eV. As for the total charge: -1. The HOMO energy is -3.2 eV. For the total energy, the calculation gives -568.7221 Ha.